{"formula": "C26H20CuF6N5O12S2", "method": "ωB97M-V/def2-TZVPD", "e_homo_ev": [-11.48, -11.48], "charge": 1, "homo_lumo_gap_ha": [0.168, 0.094], "spin_multiplicity": 2, "largest_force_ev_per_a": 7.895, "s2": 0.76, "e_above_lowest_kcal_mol": 143.9, "species": ["Cu", "C", "F", "F", "F", "S", "O", "O", "N", "S", "O", "O", "C", "F", "F", "F", "C", "C", "C", "C", "C", "C", "N", "O", "O", "H", "H", "H", "H", "H", "C", "C", "C", "C", "C", "C", "N", "O", "O", "H", "H", "H", "H", "H", "C", "C", "C", "C", "C", "C", "N", "O", "O", "H", "H", "H", "H", "H", "C", "C", "C", "C", "C", "C", "N", "O", "O", "H", "H", "H", "H", "H"], "positions_angstrom": [[19.62764, 7.11030, -6.74604], [22.89308, 10.60917, -4.24679], [23.37085, 9.50580, -3.69352], [23.38370, 11.63713, -3.54116], [23.29613, 10.70598, -5.53261], [20.92887, 10.71162, -4.24477], [20.55316, 9.73310, -3.25683], [20.52145, 12.07009, -3.93269], [20.42146, 10.17003, -5.80952], [20.37432, 11.47572, -6.69120], [21.34679, 12.55586, -6.43788], [20.36847, 10.94227, -8.07698], [18.54747, 12.10859, -6.22902], [17.95848, 12.53789, -7.34939], [17.74406, 11.19976, -5.67330], [18.59677, 13.13988, -5.41521], [25.94106, 10.28386, -11.63889], [25.30442, 9.68522, -12.69117], [24.19853, 8.88119, -12.39924], [23.61657, 8.81389, -11.13681], [24.28797, 9.43479, -10.10168], [25.43903, 10.17242, -10.32242], [22.45559, 7.96469, -10.91405], [22.23846, 7.53379, -9.73871], [21.70774, 7.71141, -11.83697], [26.72361, 10.93378, -12.00169], [25.64191, 9.92233, -13.68930], [23.73848, 8.34661, -13.21715], [23.84188, 9.33737, -9.12296], [25.82373, 10.87231, -9.59540], [26.09920, 7.73902, 0.28462], [26.94962, 7.32074, -0.72306], [28.05623, 8.06162, -1.18513], [28.29048, 9.31289, -0.61885], [27.41894, 9.74262, 0.44150], [26.35917, 8.96147, 0.85040], [29.38577, 10.18586, -1.09694], [29.98638, 9.93966, -2.12406], [29.64640, 11.11853, -0.42268], [25.25904, 7.19992, 0.69681], [26.95054, 6.30689, -1.09522], [28.69910, 7.59038, -1.91385], [27.56115, 10.75127, 0.80041], [25.74189, 9.38697, 1.62777], [25.24655, 0.12853, -4.58593], [24.93131, 0.50541, -3.29161], [24.40406, 1.77526, -3.07901], [24.04979, 2.62431, -4.15861], [24.42289, 2.19865, -5.47387], [25.00037, 0.99597, -5.65910], [23.43675, 3.95957, -4.00645], [23.18008, 4.34126, -2.85648], [22.92600, 4.52922, -4.99869], [25.78910, -0.79624, -4.71578], [25.23307, -0.23063, -2.56115], [24.20711, 2.03961, -2.05055], [24.22712, 2.84285, -6.31831], [25.36088, 0.76646, -6.65095], [18.14636, 12.62210, -0.04156], [17.06991, 12.02582, -0.63601], [16.57009, 10.81669, -0.16794], [17.22252, 10.12626, 0.86737], [18.29800, 10.71974, 1.49566], [18.73533, 11.95982, 1.04008], [16.72414, 8.78735, 1.33025], [17.37501, 8.10903, 2.11656], [15.63228, 8.38468, 1.01984], [18.47781, 13.62525, -0.26569], [16.61719, 12.48260, -1.50365], [15.78048, 10.40219, -0.77712], [18.71432, 10.33122, 2.41334], [19.37777, 12.52633, 1.69791]], "forces_ev_per_angstrom": [[0.270, 0.157, -0.086], [1.162, 0.912, -0.425], [-1.037, 0.273, -0.609], [-1.061, -0.633, -0.780], [-0.295, -0.297, 0.897], [1.014, 0.225, 5.312], [0.040, -0.192, -1.598], [0.371, -1.626, -1.421], [0.286, -1.334, 2.652], [1.288, 4.268, -6.516], [-2.346, -2.433, 0.027], [-0.529, 0.709, 2.695], [-1.709, 1.437, 0.015], [1.064, -0.785, 0.069], [0.949, -0.522, -0.277], [0.767, -0.251, -0.058], [-0.353, 0.589, 0.191], [-0.888, -0.764, 0.807], [-0.898, -0.093, -1.274], [1.885, -0.264, -0.935], [-0.359, 0.079, 1.051], [0.000, 0.693, -1.294], [-1.387, -0.938, 1.765], [0.674, 1.054, -1.912], [0.775, 0.268, 0.334], [0.447, 0.246, 1.012], [-0.122, -0.549, -0.153], [-0.244, -0.043, -0.019], [0.146, 0.229, 0.199], [0.185, -0.497, 0.438], [0.248, 0.085, -0.150], [1.070, -0.710, -0.176], [-0.566, 0.333, 0.720], [-1.630, -0.766, 0.732], [1.488, 0.350, -1.941], [0.303, 1.256, 0.368], [-0.108, -1.267, -0.845], [-0.513, -0.973, -0.421], [0.234, 2.222, 1.918], [0.079, -0.499, -0.388], [-0.626, -0.105, -0.130], [0.129, 0.355, -0.103], [0.067, -0.082, 0.317], [-0.196, -0.206, 0.092], [0.167, 0.495, -0.254], [0.428, 0.092, -1.371], [-1.040, 0.742, 0.310], [1.756, -1.314, -1.038], [-1.440, 1.982, 1.425], [1.003, -1.425, -0.034], [-2.921, 0.235, 0.960], [1.155, -0.437, -1.409], [1.601, -0.962, 0.986], [-0.167, -0.138, -0.303], [-0.370, 0.527, 0.708], [-0.139, 0.448, -0.047], [-0.001, 0.133, 0.063], [-0.124, -0.299, -0.066], [0.647, -0.230, 1.380], [-0.337, -0.290, -0.437], [0.478, -0.784, -0.530], [-0.599, 0.086, -0.687], [0.016, 0.352, 0.241], [-0.530, 0.522, 0.463], [-0.095, -1.066, 1.617], [1.339, 1.301, -0.378], [-1.012, 1.022, -1.569], [0.026, -0.037, -0.339], [-0.254, 0.051, 0.044], [-0.260, -0.419, 0.537], [0.048, -0.352, -0.146], [0.552, -0.147, -0.226]], "lowdin_charge": [0.928, -0.582, 0.183, 0.173, 0.124, 0.717, -0.253, -0.236, -0.127, 0.668, -0.242, -0.275, -0.608, 0.171, 0.154, 0.177, -0.062, -0.060, 0.010, -0.156, -0.019, -0.039, -0.317, -0.004, 0.101, 0.112, 0.116, 0.119, 0.109, 0.109, -0.075, -0.073, -0.002, -0.113, 0.007, -0.091, -0.383, 0.077, 0.102, 0.110, 0.101, 0.116, 0.113, 0.110, -0.054, -0.063, 0.008, -0.110, -0.020, -0.078, -0.319, 0.062, 0.011, 0.111, 0.114, 0.115, 0.114, 0.113, -0.071, -0.087, -0.001, -0.120, -0.009, -0.063, -0.347, 0.062, 0.079, 0.110, 0.107, 0.116, 0.122, 0.108]}